(1)
# C47H52N8NaO3PS

C47H52N8NaO3PS as an isolated structure in a non-equilibrium geometry (the ωB97M-V functional and the def2-TZVPD basis, the Open Molecules 2025 dataset).

The HOMO energy comes out at -6.937 eV. As for the total energy: -3387.91412 Eh. For the LUMO energy, the calculation gives 0.18 eV. For the energy above the lowest of the compared OMol25 structures with the same formula, charge and spin, the calculation gives 34.3 kcal per mole. Its spin multiplicity is 1.

CARTESIAN COORDINATES (ANGSTROEM)
Na (0.3453, 0.8519, -0.5778)
C (-3.3399, -4.5819, 0.1988)
C (-3.1596, -3.5348, -0.9039)
C (-4.1701, -2.4037, -0.7006)
C (-1.7148, -3.0705, -1.0219)
C (-1.1531, -2.8682, -2.2796)
C (0.2187, -2.7110, -2.4497)
C (1.0793, -2.7757, -1.3555)
C (2.5643, -2.9833, -1.5234)
C (0.5049, -2.8131, -0.0872)
C (-0.8697, -2.9551, 0.0798)
H (-4.2998, -5.0905, 0.0856)
H (-3.3270, -4.1151, 1.1883)
H (-2.5464, -5.3306, 0.1699)
H (-3.3989, -4.0146, -1.8565)
H (-4.0297, -1.9450, 0.2805)
H (-5.1894, -2.7985, -0.7471)
H (-4.0689, -1.6277, -1.4630)
H (-1.7920, -2.8998, -3.1576)
H (0.6337, -2.6059, -3.4474)
H (3.1488, -2.3256, -0.8770)
H (2.8795, -2.8172, -2.5530)
H (2.8043, -4.0167, -1.2573)
H (1.1533, -2.8332, 0.7789)
H (-1.2666, -3.0417, 1.0872)
N (1.5867, 1.7878, 2.7212)
P (2.0599, 0.5009, 1.6720)
C (1.5877, -0.9331, 2.7266)
C (0.3075, -0.9423, 3.2822)
C (-0.1411, -2.0360, 4.0078)
C (0.6822, -3.1416, 4.1786)
C (1.9547, -3.1460, 3.6223)
C (2.4046, -2.0497, 2.8972)
C (3.8661, 0.5283, 1.9159)
C (4.6721, 0.6051, 0.7831)
C (6.0571, 0.6169, 0.9115)
C (6.6381, 0.5592, 2.1677)
C (5.8379, 0.4869, 3.3053)
C (4.4591, 0.4665, 3.1793)
C (0.5590, 2.6583, 2.4009)
C (0.2800, 3.7688, 3.2067)
C (-0.7457, 4.6069, 2.8357)
C (-1.4708, 4.3403, 1.6770)
C (-1.1317, 3.2185, 0.9558)
N (-0.1485, 2.3754, 1.3087)
H (2.2043, 2.0768, 3.4621)
H (-0.3414, -0.0806, 3.1519)
H (-1.1335, -2.0235, 4.4424)
H (0.3345, -3.9963, 4.7452)
H (2.6015, -4.0049, 3.7544)
H (3.3953, -2.0684, 2.4585)
H (4.2229, 0.6707, -0.2033)
H (6.6772, 0.6772, 0.0258)
H (7.7164, 0.5686, 2.2673)
H (6.2919, 0.4362, 4.2871)
H (3.8419, 0.3758, 4.0678)
H (0.8606, 3.9522, 4.1021)
H (-0.9821, 5.4712, 3.4437)
H (-2.2746, 4.9856, 1.3511)
H (-1.6551, 2.9679, 0.0383)
N (8.0117, 0.7946, -6.5811)
C (7.0331, 0.8904, -5.5772)
C (5.8135, 1.5167, -5.8305)
C (4.8220, 1.5626, -4.8637)
C (5.0367, 0.9834, -3.6223)
C (6.2402, 0.3503, -3.3619)
C (7.2362, 0.3096, -4.3279)
S (2.6915, 0.0278, -2.8115)
O (2.5613, -0.2302, -4.2453)
O (4.0760, 1.0579, -2.6345)
N (1.5823, 1.0263, -2.2248)
C (0.9841, 2.0172, -2.9318)
N (-0.1360, 2.5293, -2.3460)
C (-0.7862, 3.4775, -3.0078)
C (-0.3886, 3.9573, -4.2383)
C (0.7901, 3.4103, -4.7317)
N (1.4804, 2.4741, -4.1051)
H (7.9582, 1.5082, -7.2887)
H (8.9509, 0.6657, -6.2435)
H (5.6448, 1.9733, -6.8004)
H (3.8624, 2.0267, -5.0541)
H (6.3953, -0.1113, -2.3934)
H (8.1806, -0.1803, -4.1154)
H (-1.6707, 3.8776, -2.5148)
H (-0.9400, 4.7223, -4.7655)
H (1.2059, 3.7538, -5.6754)
C (-5.5734, -1.5848, 4.3768)
C (-5.9367, -0.1558, 3.9898)
N (-5.5563, 0.1466, 2.6086)
C (-6.4521, -0.3340, 1.5608)
C (-7.6569, 0.5777, 1.3478)
C (-4.3669, 0.7767, 2.4011)
O (-3.6529, 1.1592, 3.3173)
C (-3.8769, 0.9163, 0.9868)
C (-4.5191, 1.5951, -0.0365)
C (-3.9456, 1.6063, -1.3001)
C (-2.7466, 0.9384, -1.4937)
N (-2.0942, 0.3247, -0.5014)
C (-2.6539, 0.3284, 0.7040)
H (-5.8801, -1.7894, 5.4042)
H (-4.4931, -1.7262, 4.3041)
H (-6.0586, -2.3175, 3.7288)
H (-5.4076, 0.5428, 4.6294)
H (-7.0079, 0.0190, 4.1007)
H (-6.7937, -1.3305, 1.8446)
H (-5.8957, -0.4450, 0.6344)
H (-8.3128, 0.5811, 2.2198)
H (-8.2397, 0.2384, 0.4893)
H (-7.3377, 1.6055, 1.1661)
H (-5.4521, 2.1152, 0.1473)
H (-4.4193, 2.1269, -2.1218)
H (-2.2847, 0.8918, -2.4727)
H (-2.1019, -0.1705, 1.4965)

These are the Löwdin partial charges, in e, on atoms 1 to 4: number 1, Na, carries 0.16; number 2, C, carries -0.07; number 3, C, carries -0.37; number 4, C, carries -0.07


(2)
# C47H52N8NaO3PS

C47H52N8NaO3PS as an isolated structure (the ωB97M-V functional and the def2-TZVPD basis, the Open Molecules 2025 dataset).

The HOMO energy comes out at -7.653 eV. As for the total energy: -3387.94324 Eh. For the LUMO energy, the calculation gives 0.30 eV. For the energy above the lowest of the compared OMol25 structures with the same formula, charge and spin, the calculation gives 16.0 kcal per mole. Its spin multiplicity is 1.

CARTESIAN COORDINATES (ANGSTROEM)
Na (-0.0267, 0.7251, 0.5649)
C (1.3329, 3.2926, -1.0635)
C (2.7368, 3.1060, -0.4782)
C (3.7404, 2.8880, -1.6028)
C (2.7304, 2.0025, 0.5671)
C (2.0793, 2.2048, 1.7874)
C (2.0254, 1.2100, 2.7561)
C (2.6651, -0.0133, 2.5606)
C (2.6243, -1.0914, 3.6087)
C (3.3576, -0.1970, 1.3705)
C (3.3696, 0.7798, 0.3816)
H (1.3065, 4.1398, -1.7535)
H (0.5828, 3.4681, -0.2887)
H (1.0332, 2.4066, -1.6311)
H (3.0212, 4.0235, 0.0515)
H (3.4674, 2.0267, -2.2176)
H (4.7542, 2.7343, -1.2272)
H (3.7493, 3.7594, -2.2595)
H (1.6124, 3.1627, 1.9864)
H (1.4889, 1.3925, 3.6816)
H (3.3786, -0.9210, 4.3809)
H (2.8143, -2.0702, 3.1663)
H (1.6504, -1.1257, 4.1008)
H (3.8890, -1.1251, 1.1930)
H (3.8978, 0.5774, -0.5421)
N (-3.0625, 3.7437, 1.6151)
P (-1.4264, 3.3473, 2.0063)
C (-1.6010, 2.4225, 3.5740)
C (-0.7311, 2.6116, 4.6460)
C (-0.8028, 1.7937, 5.7661)
C (-1.7473, 0.7793, 5.8277)
C (-2.6172, 0.5831, 4.7627)
C (-2.5398, 1.3910, 3.6372)
C (-0.9226, 4.9929, 2.6184)
C (-1.5792, 5.6156, 3.6847)
C (-1.2056, 6.8838, 4.0972)
C (-0.1637, 7.5434, 3.4531)
C (0.4957, 6.9362, 2.3974)
C (0.1157, 5.6647, 1.9807)
C (-3.7564, 3.0576, 0.6264)
C (-4.8840, 3.6240, 0.0167)
C (-5.5457, 2.8815, -0.9353)
C (-5.0776, 1.6117, -1.2636)
C (-3.9555, 1.1482, -0.6066)
N (-3.3031, 1.8463, 0.3286)
H (-3.3572, 4.6897, 1.7868)
H (0.0052, 3.4084, 4.6157)
H (-0.1250, 1.9579, 6.5949)
H (-1.8069, 0.1442, 6.7029)
H (-3.3631, -0.2020, 4.8085)
H (-3.2044, 1.2184, 2.7981)
H (-2.3783, 5.0936, 4.2008)
H (-1.7185, 7.3547, 4.9264)
H (0.1318, 8.5326, 3.7798)
H (1.3046, 7.4486, 1.8919)
H (0.6250, 5.1981, 1.1452)
H (-5.2157, 4.6175, 0.2909)
H (-6.4222, 3.2892, -1.4244)
H (-5.5621, 0.9960, -2.0089)
H (-3.5486, 0.1728, -0.8408)
N (-4.7059, -1.6637, -6.2961)
C (-3.6775, -1.4402, -5.3794)
C (-3.5064, -0.1813, -4.7992)
C (-2.4517, 0.0532, -3.9356)
C (-1.5577, -0.9644, -3.6313)
C (-1.7172, -2.2149, -4.2046)
C (-2.7671, -2.4521, -5.0747)
S (-0.2177, -0.6401, -2.5294)
O (0.3553, 0.6196, -2.9482)
O (0.6416, -1.8039, -2.5644)
N (-0.8299, -0.3685, -1.0805)
C (-1.5134, -1.3115, -0.3828)
N (-1.7189, -0.9805, 0.9250)
C (-2.4645, -1.7990, 1.6437)
C (-3.0120, -2.9685, 1.1327)
C (-2.7070, -3.2395, -0.1902)
N (-1.9726, -2.4401, -0.9522)
H (-5.4995, -1.0509, -6.2060)
H (-4.9840, -2.6259, -6.3975)
H (-4.1936, 0.6212, -5.0465)
H (-2.3154, 1.0392, -3.5073)
H (-1.0203, -3.0017, -3.9483)
H (-2.8836, -3.4310, -5.5267)
H (-2.6172, -1.5167, 2.6829)
H (-3.6237, -3.6282, 1.7308)
H (-3.0732, -4.1458, -0.6653)
C (4.8396, -3.3230, -4.0363)
C (4.8721, -4.5417, -3.1255)
N (3.7654, -4.5455, -2.1708)
C (2.4951, -5.0984, -2.6332)
C (2.4313, -6.6121, -2.5171)
C (3.8946, -3.7843, -1.0558)
O (4.8984, -3.1264, -0.8074)
C (2.7327, -3.7572, -0.1063)
C (2.4028, -4.7927, 0.7530)
C (1.3440, -4.6105, 1.6297)
C (0.6538, -3.4062, 1.5975)
N (0.9609, -2.4084, 0.7708)
C (1.9842, -2.5906, -0.0561)
H (5.6563, -3.3602, -4.7594)
H (4.9431, -2.4132, -3.4456)
H (3.9021, -3.2658, -4.5933)
H (5.8026, -4.5679, -2.5635)
H (4.8087, -5.4648, -3.7044)
H (2.3567, -4.7882, -3.6719)
H (1.6830, -4.6350, -2.0773)
H (3.2351, -7.0927, -3.0775)
H (1.4827, -6.9832, -2.9102)
H (2.5135, -6.9267, -1.4752)
H (2.9694, -5.7169, 0.7463)
H (1.0524, -5.3844, 2.3272)
H (-0.1892, -3.2409, 2.2603)
H (2.2065, -1.7815, -0.7408)

These are the Löwdin partial charges, in e, on atoms 1 to 4: number 1, Na, carries 0.32; number 2, C, carries -0.06; number 3, C, carries -0.37; number 4, C, carries -0.07


- Look up the total energy of the first one.
  -3387.91412 Eh


- Look up the total energy of the second one.
  -3387.94324 Eh


- What is the formula in the second record?
  C47H52N8NaO3PS